Record 1
DFT (wB97M-V/def2-TZVPD) results for a molecular structure, C31H68ClN2O9PS2 in a non-equilibrium geometry.

```
! wB97M-V def2-TZVPD RIJCOSX def2/J DEFGRID3
* xyz 0 1
C 2.35 -0.42 -1.08
C 3.85 -0.42 -0.77
C 4.71 -0.38 -2.04
C 4.26 -1.58 0.17
C 4.19 -1.18 1.61
C 5.13 -0.17 1.97
C 5.25 0.31 3.23
Cl 6.41 1.53 3.60
C 4.42 -0.21 4.26
N 4.44 0.12 5.53
S 3.30 -0.79 6.24
N 2.78 -1.60 4.98
C 3.45 -1.21 3.90
C 3.32 -1.70 2.55
P 2.05 -2.95 2.18
O 1.69 -3.02 0.61
O 2.63 -4.39 2.56
S 0.43 -2.61 3.17
H 1.80 -0.73 -0.20
H 2.04 0.60 -1.30
H 2.13 -1.05 -1.94
H 4.05 0.51 -0.24
H 4.15 -0.76 -2.90
H 5.64 -0.93 -1.93
H 4.98 0.64 -2.29
H 3.74 -2.49 -0.06
H 5.32 -1.77 -0.04
H 5.78 0.22 1.20
H 2.04 -3.85 0.25
H 3.59 -4.44 2.39
C -2.42 0.33 0.02
C -1.01 0.70 0.45
C -1.02 1.82 1.47
O -0.23 1.09 -0.69
H -2.91 1.18 -0.45
H -2.40 -0.48 -0.72
H -3.02 0.01 0.86
H -0.51 -0.18 0.87
H -1.47 2.72 1.04
H 0.00 2.08 1.77
H -1.58 1.54 2.36
H -0.65 1.86 -1.08
C 1.16 -8.22 -0.75
C 2.34 -7.60 -0.01
C 2.57 -8.28 1.33
O 2.11 -6.20 0.19
H 0.24 -8.11 -0.17
H 1.00 -7.72 -1.71
H 1.32 -9.28 -0.94
H 3.23 -7.68 -0.62
H 1.69 -8.17 1.97
H 3.41 -7.83 1.85
H 2.77 -9.35 1.20
H 1.32 -6.11 0.73
C 2.90 -4.92 -5.04
C 3.56 -3.64 -4.53
C 4.44 -3.92 -3.32
O 2.57 -2.67 -4.21
H 2.26 -5.35 -4.27
H 2.28 -4.70 -5.91
H 3.64 -5.66 -5.33
H 4.17 -3.20 -5.33
H 3.84 -4.32 -2.50
H 4.90 -3.00 -2.97
H 5.23 -4.64 -3.56
H 2.02 -3.04 -3.51
C -7.83 0.81 -0.74
C -6.42 0.48 -1.21
C -6.44 -0.32 -2.51
O -5.72 -0.24 -0.20
H -8.39 -0.11 -0.54
H -7.80 1.38 0.18
H -8.37 1.38 -1.49
H -5.86 1.41 -1.37
H -6.95 -1.27 -2.36
H -5.42 -0.55 -2.83
H -6.94 0.22 -3.30
H -6.19 -1.07 -0.04
C 0.66 -0.04 9.88
C 1.13 1.34 10.31
C 0.53 2.43 9.42
O 2.55 1.41 10.27
H 0.98 -0.26 8.86
H 1.10 -0.81 10.52
H -0.42 -0.13 9.93
H 0.84 1.52 11.34
H 0.85 2.29 8.38
H 0.88 3.41 9.74
H -0.56 2.41 9.46
H 2.83 1.26 9.36
C -4.64 4.77 -2.42
C -3.23 4.47 -2.90
C -3.25 3.65 -4.19
O -2.51 3.76 -1.89
H -5.18 3.85 -2.20
H -4.61 5.35 -1.50
H -5.20 5.34 -3.17
H -2.69 5.40 -3.07
H -3.75 2.69 -4.03
H -2.23 3.44 -4.52
H -3.77 4.18 -4.99
H -2.97 2.93 -1.73
C -2.50 8.28 -5.65
C -3.94 8.47 -5.22
C -4.06 8.52 -3.70
O -4.75 7.42 -5.74
H -2.10 7.33 -5.27
H -2.43 8.24 -6.74
H -1.86 9.09 -5.29
H -4.33 9.39 -5.65
H -3.72 7.58 -3.26
H -5.10 8.66 -3.41
H -3.47 9.34 -3.28
H -4.42 6.59 -5.37
*
```

Output
HOMO level, eV: -8.339
HOMO-LUMO gap, eV: 7.5
E_tot, a.u.: -3606.6200

Record 2
DFT (wB97M-V/def2-TZVPD) results for C4H5ClN2OS in the gas phase in a non-equilibrium geometry.

```
! wB97M-V def2-TZVPD RIJCOSX def2/J DEFGRID3
* xyz 0 1
C 1.05 -0.61 1.02
C 0.12 -0.16 -0.14
C -1.08 -1.22 -0.46
O -1.14 -2.04 -1.31
Cl -2.31 -1.15 0.83
C -0.53 1.20 0.03
S 0.09 2.24 -1.41
N 1.07 0.96 -1.99
N 0.99 -0.10 -1.41
H 1.53 -1.50 0.74
H 0.33 -0.76 1.83
H 1.70 0.19 1.22
H -1.59 1.27 0.10
H -0.22 1.68 0.97
*
```

Output
HOMO level, eV: -9.615
HOMO-LUMO gap, eV: 10.1
E_tot, a.u.: -1198.5016
Structure (SMILES): C[C@@]1(C(=O)Cl)CSN=N1

Record 3
DFT (wB97M-V/def2-TZVPD) results for a molecular structure, C42H51Cl3InN9OPS5 in a non-equilibrium geometry.

```
! wB97M-V def2-TZVPD RIJCOSX def2/J DEFGRID3
* xyz 1 1
In -0.15 -1.36 -0.74
N 0.49 -3.26 2.97
C 0.31 -3.16 1.64
S -1.28 -2.82 1.08
N 1.34 -3.41 0.87
N 1.19 -3.15 -0.41
C 1.88 -3.70 -1.35
C 2.99 -4.64 -1.10
C 4.14 -4.18 -0.47
C 5.19 -5.05 -0.24
C 5.09 -6.38 -0.61
C 3.93 -6.85 -1.21
C 2.89 -5.98 -1.47
C 1.45 -3.36 -2.70
C 2.08 -3.89 -3.84
C 1.56 -3.62 -5.09
C 0.45 -2.79 -5.19
C -0.07 -2.26 -4.02
N 0.40 -2.55 -2.82
H -0.32 -3.23 3.57
H 1.34 -3.65 3.32
H 4.22 -3.14 -0.18
H 6.09 -4.69 0.23
H 5.90 -7.06 -0.42
H 3.84 -7.89 -1.49
H 1.98 -6.34 -1.94
H 2.96 -4.50 -3.72
H 2.01 -4.04 -5.97
H 0.01 -2.56 -6.15
H -0.90 -1.56 -4.04
C -5.77 -1.99 -0.52
C -5.77 -0.46 -0.43
S -4.11 0.28 -0.17
C -3.59 0.75 -1.85
C -3.54 -0.43 -2.80
S -2.82 -1.85 -1.91
C -3.41 -3.21 -2.99
C -4.72 -3.80 -2.47
S -6.05 -2.56 -2.24
H -6.58 -2.40 0.08
H -4.82 -2.39 -0.18
H -6.34 -0.13 0.44
H -6.19 0.00 -1.33
H -2.59 1.18 -1.69
H -4.25 1.53 -2.24
H -2.94 -0.20 -3.68
H -4.54 -0.72 -3.11
H -2.63 -3.97 -2.99
H -3.54 -2.81 -3.99
H -4.59 -4.30 -1.51
H -5.12 -4.52 -3.19
Cl 6.60 1.87 2.39
C 5.39 2.55 1.37
C 4.05 2.43 1.70
C 3.10 2.96 0.86
C 3.44 3.62 -0.31
C 2.35 4.20 -1.19
C 2.33 3.56 -2.61
N 2.08 2.15 -2.55
C 3.02 1.17 -2.48
C 2.35 -0.01 -2.41
N 1.01 0.23 -2.43
C 0.89 1.54 -2.51
O 2.52 5.59 -1.31
C 1.36 6.37 -1.12
C 0.83 6.32 0.29
C 1.57 6.65 1.39
Cl 3.21 7.12 1.41
S 0.66 6.53 2.86
C -0.73 6.02 1.98
C -0.49 5.95 0.64
C 4.80 3.76 -0.61
Cl 5.34 4.63 -2.00
C 5.77 3.23 0.22
H 3.76 1.92 2.61
H 2.05 2.88 1.13
H 1.38 3.99 -0.70
H 3.29 3.75 -3.08
H 1.55 4.05 -3.20
H 4.07 1.39 -2.50
H 2.73 -1.01 -2.35
H -0.04 2.07 -2.57
H 0.57 6.07 -1.81
H 1.68 7.39 -1.36
H -1.64 5.82 2.50
H -1.23 5.65 -0.08
H 6.81 3.34 -0.03
C 0.69 0.30 0.55
H 0.01 1.15 0.52
H 1.67 0.57 0.18
H 0.75 -0.10 1.55
C -2.25 2.13 5.09
N -3.38 1.93 4.21
C -4.18 0.83 4.70
N -3.42 -0.40 4.86
C -2.28 -0.14 5.73
N -1.43 0.94 5.25
C -0.75 0.59 4.02
P -1.90 0.19 2.57
C -2.97 1.72 2.84
C -3.02 -0.94 3.58
H -2.63 2.41 6.08
H -1.62 2.95 4.72
H -5.01 0.65 4.02
H -4.57 1.11 5.68
H -1.69 -1.05 5.84
H -2.67 0.15 6.71
H -0.10 -0.27 4.22
H -0.11 1.44 3.73
H -3.86 1.61 2.22
H -2.41 2.60 2.50
H -2.50 -1.90 3.74
H -3.91 -1.15 2.98
*
```

Output
HOMO level, eV: -9.677
HOMO-LUMO gap, eV: 6.7
E_tot, a.u.: -6101.8780

Record 4
DFT (wB97M-V/def2-TZVPD) results for a molecular structure, C3H6O3 in a non-equilibrium geometry.

```
! wB97M-V def2-TZVPD RIJCOSX def2/J DEFGRID3
* xyz 0 1
C 0.59 -0.71 -0.84
C -1.22 -0.22 -0.06
C 0.20 0.50 0.08
O -0.72 -0.98 -1.16
O 0.45 1.78 -0.27
O 0.67 0.33 1.42
H 1.36 -0.71 -1.62
H 0.99 -1.35 -0.02
H -1.46 -0.87 0.75
H -1.96 0.44 -0.40
H 0.65 2.34 0.42
H 0.44 -0.54 1.69
*
```

Output
HOMO level, eV: -9.797
HOMO-LUMO gap, eV: 10.5
E_tot, a.u.: -343.5508

Record 5
DFT (wB97M-V/def2-TZVPD) results for a molecular structure, C51H50N6O8SSiSn in a non-equilibrium geometry.

```
! wB97M-V def2-TZVPD RIJCOSX def2/J DEFGRID3
* xyz -2 1
Sn 0.90 1.19 0.24
N 0.81 -1.44 -2.29
C 1.86 -1.03 -3.21
C 3.16 -0.55 -2.53
N 3.00 0.64 -1.70
C 3.36 1.89 -2.33
C 2.12 2.64 -2.83
N 1.35 3.10 -1.69
H 0.25 -0.63 -2.05
H 1.22 -1.76 -1.42
H 2.13 -1.90 -3.83
H 1.47 -0.27 -3.88
H 3.51 -1.36 -1.89
H 3.92 -0.38 -3.32
H 3.58 0.51 -0.88
H 3.84 2.52 -1.59
H 4.05 1.74 -3.18
H 2.43 3.47 -3.48
H 1.50 1.96 -3.41
H 1.83 3.85 -1.21
H 0.44 3.42 -1.98
O -2.35 5.87 5.13
C -2.97 5.03 4.48
O -4.18 4.72 4.53
C -2.13 4.21 3.45
C -2.76 3.38 2.53
C -2.00 2.66 1.62
N -0.68 2.73 1.58
C -0.05 3.53 2.46
C -0.74 4.28 3.40
C 1.47 3.60 2.36
O 2.07 4.38 3.08
O 2.02 2.83 1.50
H -3.84 3.32 2.55
H -2.46 2.02 0.87
H -0.21 4.92 4.08
O -0.84 1.02 -1.72
Si -1.76 1.60 -2.82
C -3.43 0.68 -2.98
C -4.58 1.27 -3.48
C -5.77 0.56 -3.59
C -5.81 -0.77 -3.19
C -4.67 -1.37 -2.69
C -3.49 -0.65 -2.60
C -2.18 3.46 -2.66
C -1.85 4.13 -1.49
C -2.17 5.47 -1.31
C -2.84 6.15 -2.31
C -3.14 5.51 -3.50
C -2.80 4.18 -3.67
C -1.05 1.53 -4.60
C -0.29 2.57 -5.10
C 0.28 2.51 -6.36
C 0.08 1.39 -7.16
C -0.68 0.34 -6.67
C -1.23 0.42 -5.40
H -4.56 2.30 -3.78
H -6.65 1.03 -3.99
H -6.74 -1.32 -3.26
H -4.70 -2.41 -2.38
H -2.59 -1.12 -2.23
H -1.33 3.59 -0.71
H -1.90 5.96 -0.39
H -3.11 7.19 -2.18
H -3.64 6.05 -4.30
H -3.00 3.70 -4.62
H -0.14 3.46 -4.50
H 0.89 3.33 -6.73
H 0.51 1.34 -8.15
H -0.84 -0.54 -7.28
H -1.82 -0.41 -5.02
O 4.51 -0.15 0.61
C 3.76 -0.94 1.16
N 4.17 -1.78 2.17
C 3.15 -2.73 2.52
C 2.01 -2.20 1.56
O 0.92 -2.76 1.52
N 2.45 -1.18 0.86
C 3.61 -4.13 2.16
C 4.86 -4.56 2.59
C 5.37 -5.78 2.18
C 4.63 -6.60 1.35
C 3.37 -6.19 0.94
C 2.86 -4.97 1.34
C 2.68 -2.57 3.94
C 2.67 -1.29 4.50
C 2.24 -1.11 5.80
C 1.81 -2.20 6.55
C 1.78 -3.46 5.98
C 2.21 -3.64 4.68
H 5.12 -1.82 2.49
H 5.44 -3.94 3.26
H 6.35 -6.09 2.52
H 5.04 -7.55 1.02
H 2.79 -6.83 0.29
H 1.88 -4.67 1.02
H 2.98 -0.45 3.91
H 2.24 -0.12 6.22
H 1.49 -2.05 7.57
H 1.42 -4.30 6.55
H 2.17 -4.62 4.23
C -2.89 -1.08 0.86
S -1.12 -1.60 1.08
O -0.54 -0.41 1.72
C -1.57 -2.71 2.46
C -1.51 -2.26 3.76
C -1.89 -3.11 4.79
C -2.32 -4.40 4.51
C -2.35 -4.84 3.20
C -1.97 -4.00 2.17
H -3.25 -0.63 1.77
H -3.50 -1.93 0.57
H -2.88 -0.34 0.06
H -1.16 -1.26 3.96
H -1.86 -2.77 5.82
H -2.63 -5.05 5.31
H -2.68 -5.85 2.98
H -1.99 -4.33 1.14
*
```

Output
HOMO level, eV: -3.242
HOMO-LUMO gap, eV: 6.9
E_tot, a.u.: -3806.1711

Record 6
DFT (wB97M-V/def2-TZVPD) results for C24H34O7 in the gas phase.

```
! wB97M-V def2-TZVPD RIJCOSX def2/J DEFGRID3
* xyz 0 1
C -2.34 -2.72 -0.03
C -1.07 -3.55 -0.19
O 0.04 -2.72 -0.55
C 0.67 -2.09 0.44
O 0.43 -2.23 1.61
C 1.75 -1.18 -0.14
C 3.09 -1.76 0.29
C 3.65 -2.76 -0.68
O 3.63 -1.45 1.32
C 1.50 0.25 0.39
C 0.03 0.56 0.24
C -0.78 0.62 1.37
C -2.15 0.82 1.26
C -2.73 0.96 0.00
O -4.05 1.13 -0.23
C -4.95 1.11 0.86
C -6.38 1.19 0.32
C -6.94 -0.16 -0.13
C -8.43 -0.02 -0.46
C -6.19 -0.71 -1.34
C -1.91 0.93 -1.13
C -0.55 0.73 -1.01
C 2.39 1.25 -0.39
C 1.91 2.70 -0.28
C 1.69 3.21 1.10
O 1.77 3.36 -1.28
C 3.82 1.16 0.13
O 4.21 1.61 1.17
O 4.59 0.50 -0.73
C 5.95 0.29 -0.32
C 6.73 -0.27 -1.50
H -2.22 -2.03 0.80
H -3.18 -3.38 0.17
H -2.54 -2.16 -0.93
H -0.84 -4.07 0.74
H -1.17 -4.27 -1.01
H 1.65 -1.21 -1.22
H 2.88 -3.47 -0.96
H 4.50 -3.28 -0.25
H 3.96 -2.23 -1.58
H 1.78 0.27 1.45
H -0.35 0.48 2.35
H -2.74 0.85 2.16
H -4.76 1.98 1.51
H -4.82 0.20 1.45
H -7.02 1.59 1.11
H -6.39 1.89 -0.51
H -6.84 -0.88 0.69
H -8.57 0.69 -1.27
H -8.98 0.33 0.41
H -8.85 -0.97 -0.77
H -6.28 -0.02 -2.18
H -5.14 -0.85 -1.12
H -6.61 -1.67 -1.65
H -2.37 1.06 -2.10
H 0.05 0.70 -1.90
H 2.41 0.99 -1.45
H 2.55 2.96 1.72
H 0.81 2.73 1.53
H 1.53 4.29 1.08
H 6.36 1.25 0.01
H 5.95 -0.40 0.53
H 7.77 -0.39 -1.21
H 6.68 0.42 -2.34
H 6.33 -1.23 -1.80
*
```

Output
HOMO level, eV: -8.565
HOMO-LUMO gap, eV: 9.2
E_tot, a.u.: -1461.6390
Structure (SMILES): CCOC(=O)[C@H](C(C)=O)C(c1ccc(OCCC(C)C)cc1)[C@@H](C(C)=O)C(=O)OCC

Record 7
DFT (wB97M-V/def2-TZVPD) results for 2 unconnected molecules or ions with the total composition C5H15NO in a non-equilibrium geometry.

```
! wB97M-V def2-TZVPD RIJCOSX def2/J DEFGRID3
* xyz 0 1
C 1.11 -1.11 0.82
C 0.80 0.40 1.08
C 2.07 1.18 0.65
N -0.37 0.84 0.29
C -1.56 0.14 0.81
C -0.28 0.87 -1.14
H 2.01 -1.17 0.19
H 0.38 -1.65 0.22
H 1.40 -1.68 1.70
H 0.58 0.67 2.11
H 2.19 2.12 1.19
H 2.98 0.64 0.90
H 2.04 1.44 -0.40
H -2.40 0.35 0.14
H -1.50 -0.95 0.86
H -1.80 0.64 1.73
H -1.21 1.21 -1.57
H 0.00 -0.07 -1.65
H 0.47 1.59 -1.48
O -2.68 -1.74 -2.24
H -1.94 -1.85 -2.84
H -2.28 -1.87 -1.37
*
```

Output
HOMO level, eV: -8.365
HOMO-LUMO gap, eV: 9.2
E_tot, a.u.: -329.4557
Structure (SMILES): CC(C)N(C)C.O

Record 8
DFT (wB97M-V/def2-TZVPD) results for 2 unconnected molecules or ions with the total composition C13H14ClN3 in a non-equilibrium geometry.

```
! wB97M-V def2-TZVPD RIJCOSX def2/J DEFGRID3
* xyz 0 1
C -0.46 -1.67 1.93
N -1.47 -0.99 1.09
C -1.81 0.39 1.50
C -1.89 -1.50 -0.06
Cl -2.24 -0.42 -1.36
H -0.39 -1.12 2.87
H -0.75 -2.71 2.11
H 0.53 -1.68 1.45
H -1.44 0.50 2.51
H -1.32 1.12 0.85
H -2.89 0.54 1.45
H -1.44 -2.45 -0.37
C -2.96 -4.23 0.62
C -3.39 -3.19 -0.38
C -4.30 -2.19 0.07
N -5.01 -1.36 0.50
C -3.41 -3.52 -1.80
C -2.52 -4.49 -2.33
C -2.39 -4.66 -3.70
C -3.18 -3.94 -4.58
C -3.06 -4.16 -6.00
N -2.95 -4.37 -7.14
C -4.11 -3.01 -4.07
C -4.24 -2.82 -2.70
H -2.29 -4.99 0.23
H -2.44 -3.72 1.44
H -3.81 -4.76 1.06
H -1.88 -5.09 -1.67
H -1.66 -5.38 -4.10
H -4.73 -2.44 -4.76
H -4.99 -2.12 -2.33
*
```

Output
HOMO level, eV: -7.291
HOMO-LUMO gap, eV: 6.8
E_tot, a.u.: -1128.1227

Record 9
DFT (wB97M-V/def2-TZVPD) results for a gas-phase ion, C3H3N2 (charge +1) in a non-equilibrium geometry.

```
! wB97M-V def2-TZVPD RIJCOSX def2/J DEFGRID3
* xyz 1 1
C 0.15 0.03 0.04
N 1.48 0.09 -0.02
C 2.72 -0.09 -0.02
C 4.05 -0.05 -0.01
N 5.20 0.05 0.03
H -0.13 -0.74 0.82
H -0.21 1.20 0.16
H -0.27 -0.33 -0.85
*
```

Output
HOMO level, eV: -17.689
HOMO-LUMO gap, eV: 10.5
E_tot, a.u.: -225.2143
Structure (SMILES): C[N+]#CC#N